13
Properties=species:S:1:pos:R:3:nbo_charge:R:1 method="wB97M-V/def2-TZVPD" homo_lumo_gap_ev=8.41 mol_weight_g_mol=101.2 de_lowest_ev=0.684 smiles="C/C=C/C(N)=S"
C 0.826 0.485 -2.015 -0.639
C 0.141 -0.101 -0.759 -0.114
C 0.513 0.235 0.501 -0.277
C -0.181 -0.185 1.733 0.069
H 0.043 0.932 -2.668 0.222
H 1.565 1.216 -1.773 0.222
H 1.282 -0.320 -2.584 0.223
H -0.831 -0.632 -0.867 0.178
H 1.406 0.778 0.730 0.229
H -2.060 -0.885 2.285 0.409
H -1.799 -0.663 0.637 0.374
N -1.406 -0.698 1.568 -0.759
S 0.500 -0.162 3.213 -0.135

12
Properties=species:S:1:pos:R:3:nbo_charge:R:1 method="wB97M-V/def2-TZVPD" homo_lumo_gap_ev=9.66 mol_weight_g_mol=80.2 de_lowest_ev=0.397 smiles=CCS.O
S -2.064 0.408 1.831 -0.020
C -0.960 0.311 -0.572 -0.622
C -1.160 -0.575 0.680 -0.540
H -2.024 -0.576 2.755 0.119
H -0.198 -0.091 -1.261 0.211
H -0.598 1.272 -0.169 0.209
H -1.886 0.496 -1.142 0.218
H -0.220 -0.982 1.101 0.216
H -1.820 -1.431 0.443 0.207
O 3.958 0.240 -1.023 -0.939
H 3.705 1.185 -1.127 0.471
H 3.267 -0.257 -1.516 0.469

115
Properties=species:S:1:pos:R:3:lowdin_charge:R:1 method="wB97M-V/def2-TZVPD" homo_lumo_gap_ev=5.47 mol_weight_g_mol=670.7 charge=-1
C -4.232 3.605 5.244 -0.039
C -3.528 2.653 4.111 -0.295
O -4.305 1.816 3.400 -0.018
O -2.058 2.749 3.949 -0.160
C -1.408 2.099 5.100 -0.202
C -0.043 1.239 4.694 -0.212
C -0.332 -0.390 4.638 -0.345
P -1.503 -0.779 3.131 0.450
C -0.052 -1.315 2.021 -0.291
C 0.968 -0.073 1.582 -0.245
O 1.586 -0.456 0.269 -0.194
C -1.889 -2.514 3.772 -0.348
C -1.590 -3.780 2.816 -0.213
C -0.242 -4.587 3.394 -0.252
O 0.594 -5.153 2.325 -0.175
B -2.804 -0.887 1.678 -0.562
O -4.158 -1.369 2.042 -0.044
N -2.505 -0.547 0.232 -0.130
C -3.844 -0.653 -0.518 -0.160
C -2.099 0.907 0.045 -0.122
H -5.350 3.825 4.936 0.093
H -3.700 4.665 5.324 0.088
H -4.176 3.136 6.335 0.100
H -1.061 2.967 5.826 0.120
H -2.234 1.427 5.618 0.129
H 0.770 1.390 5.555 0.102
H 0.371 1.673 3.681 0.095
H -0.971 -0.658 5.597 0.076
H 0.650 -1.026 4.572 0.070
H -1.273 0.577 2.708 -0.034
H -2.588 -0.271 3.966 -0.013
H 0.643 -2.055 2.649 0.083
H -0.349 -1.852 1.020 0.077
H 1.837 -0.014 2.369 0.119
H 0.416 0.938 1.383 0.088
H 0.850 -0.530 -0.415 0.082
H -3.036 -2.557 4.087 0.092
H -1.290 -2.660 4.793 0.078
H -1.563 -3.606 1.665 0.108
H -2.476 -4.563 2.995 0.114
H 0.387 -3.905 4.129 0.107
H -0.619 -5.496 4.058 0.123
H 0.630 -4.501 1.563 0.099
H -4.654 -0.704 2.607 0.095
H -4.664 0.079 -0.069 0.100
H -4.263 -1.746 -0.546 0.092
H -3.710 -0.301 -1.650 0.087
H -2.301 1.517 1.024 0.086
H -0.972 0.892 -0.297 0.082
H -2.688 1.450 -0.839 0.095
C -0.586 -8.002 0.393 -0.179
C -1.275 -7.548 -0.867 -0.186
C -2.734 -7.601 -0.468 -0.213
O -2.790 -7.331 0.940 -0.139
C -1.458 -7.391 1.468 -0.202
H 0.458 -7.688 0.461 0.114
H -0.620 -9.096 0.462 0.111
H -0.987 -6.516 -1.096 0.118
H -1.049 -8.167 -1.739 0.110
H -3.156 -8.598 -0.634 0.111
H -3.343 -6.870 -1.007 0.116
H -1.143 -6.367 1.699 0.081
H -1.454 -7.973 2.394 0.121
C -0.922 5.810 2.708 -0.182
C -0.442 7.124 2.149 -0.184
C 0.395 6.680 0.969 -0.218
O -0.180 5.457 0.488 -0.148
C -1.132 4.990 1.454 -0.194
H -1.825 5.895 3.317 0.109
H -0.134 5.358 3.323 0.121
H -1.298 7.713 1.799 0.115
H 0.119 7.729 2.866 0.113
H 1.427 6.467 1.271 0.112
H 0.413 7.421 0.165 0.116
H -2.133 5.148 1.040 0.122
H -0.989 3.919 1.624 0.112
C 3.065 6.130 -1.602 -0.187
C 2.696 4.744 -1.141 -0.176
C 3.459 3.872 -2.114 -0.204
O 4.639 4.598 -2.485 -0.137
C 4.507 5.950 -2.023 -0.211
H 2.938 6.897 -0.833 0.104
H 2.454 6.408 -2.469 0.120
H 3.067 4.580 -0.122 0.123
H 1.620 4.550 -1.148 0.112
H 2.879 3.690 -3.025 0.122
H 3.742 2.908 -1.681 0.099
H 5.188 6.081 -1.175 0.115
H 4.802 6.642 -2.817 0.114
C 4.482 -0.725 -2.941 -0.175
C 3.878 0.624 -3.233 -0.182
C 2.562 0.249 -3.879 -0.196
O 2.160 -1.003 -3.306 -0.140
C 3.265 -1.543 -2.568 -0.204
H 5.240 -0.706 -2.153 0.116
H 4.941 -1.130 -3.850 0.110
H 3.694 1.160 -2.294 0.089
H 4.500 1.257 -3.871 0.121
H 2.676 0.101 -4.958 0.100
H 1.783 0.998 -3.709 0.119
H 3.033 -1.447 -1.502 0.101
H 3.384 -2.604 -2.805 0.115
C 0.420 -2.180 -8.139 -0.185
C 1.733 -2.779 -7.707 -0.182
C 2.620 -1.557 -7.605 -0.206
O 1.774 -0.458 -7.242 -0.153
C 0.407 -0.868 -7.385 -0.201
H -0.445 -2.809 -7.914 0.115
H 0.435 -1.990 -9.219 0.114
H 1.622 -3.244 -6.720 0.120
H 2.122 -3.532 -8.398 0.113
H 3.082 -1.319 -8.569 0.115
H 3.411 -1.675 -6.859 0.114
H -0.012 -0.992 -6.380 0.123
H -0.159 -0.090 -7.905 0.117

58
Properties=species:S:1:pos:R:3:nbo_charge:R:1 method="wB97M-V/def2-TZVPD" homo_lumo_gap_ev=10.62 mol_weight_g_mol=528.6
O -4.685 3.537 1.943 -0.546
C -3.811 3.226 1.174 0.761
O -3.404 4.077 0.208 -0.665
C -3.118 1.872 1.238 -0.194
O -2.017 1.936 2.138 -0.684
S -0.519 1.921 1.449 1.757
O 0.268 2.696 2.342 -0.879
O -0.815 2.972 0.140 -0.506
O 0.238 2.651 -0.777 -0.415
H -2.846 3.599 -0.411 0.492
H -3.853 1.188 1.624 0.230
H -2.830 1.535 0.248 0.185
H -0.246 2.512 -1.596 0.469
O 5.083 -0.157 -0.730 -0.944
S 4.259 -0.256 0.436 2.386
O 2.873 0.090 0.360 -0.950
O 4.931 0.586 1.607 -0.724
C 5.255 1.966 1.339 -0.077
C 4.034 2.866 1.336 -0.643
C 4.428 -1.846 1.162 -0.882
H 5.806 2.035 0.400 0.197
H 5.933 2.256 2.139 0.193
H 3.371 2.637 0.503 0.228
H 4.341 3.909 1.249 0.215
H 3.460 2.742 2.254 0.224
H 5.483 -2.087 1.244 0.257
H 3.934 -2.554 0.506 0.266
H 3.947 -1.837 2.136 0.249
O -6.861 2.473 -0.697 -0.954
S -7.486 3.731 -0.983 2.386
O -8.911 3.834 -1.000 -0.936
O -6.912 4.265 -2.371 -0.724
C -6.988 3.385 -3.510 -0.076
C -8.388 3.285 -4.084 -0.641
C -6.810 4.983 0.042 -0.891
H -6.597 2.403 -3.239 0.195
H -6.312 3.816 -4.246 0.192
H -9.069 2.797 -3.390 0.230
H -8.371 2.707 -5.008 0.215
H -8.787 4.277 -4.294 0.218
H -5.729 4.903 0.018 0.267
H -7.177 4.808 1.050 0.264
H -7.143 5.952 -0.320 0.250
O 4.699 -4.800 1.022 -0.960
S 5.249 -6.104 1.249 2.394
O 6.585 -6.395 0.841 -0.930
O 4.259 -7.182 0.637 -0.723
C 3.873 -7.034 -0.748 -0.076
C 4.971 -7.437 -1.711 -0.642
C 5.050 -6.547 2.939 -0.887
H 3.541 -6.010 -0.925 0.198
H 3.008 -7.683 -0.869 0.197
H 5.821 -6.761 -1.653 0.229
H 4.592 -7.421 -2.733 0.220
H 5.331 -8.440 -1.482 0.218
H 4.025 -6.348 3.238 0.252
H 5.740 -5.932 3.511 0.255
H 5.298 -7.598 3.054 0.256

Please write out number 4 again, unchanged.
58
Properties=species:S:1:pos:R:3:nbo_charge:R:1 method="wB97M-V/def2-TZVPD" homo_lumo_gap_ev=10.62 mol_weight_g_mol=528.6
O -4.685 3.537 1.943 -0.546
C -3.811 3.226 1.174 0.761
O -3.404 4.077 0.208 -0.665
C -3.118 1.872 1.238 -0.194
O -2.017 1.936 2.138 -0.684
S -0.519 1.921 1.449 1.757
O 0.268 2.696 2.342 -0.879
O -0.815 2.972 0.140 -0.506
O 0.238 2.651 -0.777 -0.415
H -2.846 3.599 -0.411 0.492
H -3.853 1.188 1.624 0.230
H -2.830 1.535 0.248 0.185
H -0.246 2.512 -1.596 0.469
O 5.083 -0.157 -0.730 -0.944
S 4.259 -0.256 0.436 2.386
O 2.873 0.090 0.360 -0.950
O 4.931 0.586 1.607 -0.724
C 5.255 1.966 1.339 -0.077
C 4.034 2.866 1.336 -0.643
C 4.428 -1.846 1.162 -0.882
H 5.806 2.035 0.400 0.197
H 5.933 2.256 2.139 0.193
H 3.371 2.637 0.503 0.228
H 4.341 3.909 1.249 0.215
H 3.460 2.742 2.254 0.224
H 5.483 -2.087 1.244 0.257
H 3.934 -2.554 0.506 0.266
H 3.947 -1.837 2.136 0.249
O -6.861 2.473 -0.697 -0.954
S -7.486 3.731 -0.983 2.386
O -8.911 3.834 -1.000 -0.936
O -6.912 4.265 -2.371 -0.724
C -6.988 3.385 -3.510 -0.076
C -8.388 3.285 -4.084 -0.641
C -6.810 4.983 0.042 -0.891
H -6.597 2.403 -3.239 0.195
H -6.312 3.816 -4.246 0.192
H -9.069 2.797 -3.390 0.230
H -8.371 2.707 -5.008 0.215
H -8.787 4.277 -4.294 0.218
H -5.729 4.903 0.018 0.267
H -7.177 4.808 1.050 0.264
H -7.143 5.952 -0.320 0.250
O 4.699 -4.800 1.022 -0.960
S 5.249 -6.104 1.249 2.394
O 6.585 -6.395 0.841 -0.930
O 4.259 -7.182 0.637 -0.723
C 3.873 -7.034 -0.748 -0.076
C 4.971 -7.437 -1.711 -0.642
C 5.050 -6.547 2.939 -0.887
H 3.541 -6.010 -0.925 0.198
H 3.008 -7.683 -0.869 0.197
H 5.821 -6.761 -1.653 0.229
H 4.592 -7.421 -2.733 0.220
H 5.331 -8.440 -1.482 0.218
H 4.025 -6.348 3.238 0.252
H 5.740 -5.932 3.511 0.255
H 5.298 -7.598 3.054 0.256